Entry 1:
Formula: C32H39ClN5O2PdS4
Source: the OMol25 dataset
Level of theory: ωB97M-V/def2-TZVPD

Geometry (Å):
Pd: 0.7074 1.4401 -0.5118
Cl: 0.7314 -3.8144 -7.2593
S: 2.8317 0.6807 0.6069
S: -0.3639 2.7214 2.6108
S: -1.2282 0.0331 0.5144
S: 2.0500 3.6417 -0.5525
O: 1.0150 -0.6769 -1.4405
O: 1.4963 1.0619 -2.6823
N: -2.6555 3.8492 0.9913
N: -1.3186 -2.3639 -0.4063
N: 0.4093 -1.8676 1.1807
N: -0.5053 2.8931 0.9504
N: -0.9578 2.5840 -1.8293
C: -1.4752 3.5835 -1.1048
C: 5.3739 1.5896 0.7381
C: 3.9629 1.9338 0.3751
C: -3.6299 3.0396 4.9740
C: -1.8885 4.7854 -1.6772
C: 0.9608 -2.7592 -5.9169
C: -3.6057 -4.0890 0.3380
C: -1.2974 -3.7861 -0.6904
C: 1.3364 -2.4422 -3.5788
C: 1.4578 -3.3244 2.8564
C: -0.6202 -1.5808 0.4053
C: 1.2866 -0.1666 -2.5611
C: -2.0252 3.0158 3.1911
C: -4.4841 -4.9802 1.2072
C: 1.1969 -3.2930 -4.6567
C: -2.3634 2.7231 4.4993
C: 3.6225 3.1970 -0.0623
C: -1.1813 3.9289 -3.7880
C: 1.0759 -0.5387 -5.0265
C: -1.5360 3.3965 0.3642
C: 2.8805 -2.9983 3.3128
C: -4.2292 3.8891 2.8123
C: 0.9169 -1.3846 -6.1059
C: 1.2666 -1.0618 -3.7521
C: 4.6647 4.2686 -0.1075
C: -2.9635 3.5889 2.3330
C: -1.7057 4.9707 -3.0387
C: 1.2013 -3.0667 1.3604
C: -0.8438 2.7480 -3.1421
C: -2.1583 -4.5826 0.2978
C: 3.2404 -1.5274 3.1759
C: -4.5588 3.6252 4.1336
H: -0.4672 1.9026 -3.6994
H: -4.5359 -5.9895 0.8069
H: -2.1368 -5.6290 -0.0083
H: 5.4496 4.0018 -0.8157
H: -2.2915 5.5784 -1.0646
H: -2.0839 -1.8713 -0.8492
H: -0.2682 -4.1472 -0.7034
H: -5.5454 3.8725 4.4941
H: 0.6749 -3.9150 0.9341
H: -1.6324 2.2660 5.1474
H: 1.0481 0.5293 -5.1778
H: 3.5819 -3.5992 2.7301
H: -3.8821 2.8381 6.0031
H: -3.6325 -3.0726 0.7374
H: 6.0373 1.7488 -0.1126
H: -4.0092 -4.0648 -0.6762
H: 0.7384 -2.7481 3.4420
H: 0.7924 -1.0563 1.6601
H: 5.4359 0.5457 1.0292
H: 2.9814 -3.2925 4.3596
H: 5.7304 2.2048 1.5641
H: -1.7272 -4.5177 1.2985
H: 1.2632 -4.3614 -4.5262
H: 3.1805 -1.2028 2.1415
H: -4.9521 4.3360 2.1463
H: -1.6993 -3.9041 -1.7002
H: -1.9677 5.9105 -3.5002
H: 4.2251 5.2115 -0.4172
H: 2.1516 -2.9457 0.8336
H: 0.7556 -0.9799 -7.0915
H: -5.4950 -4.5839 1.2514
H: 4.2588 -1.3646 3.5163
H: -4.0879 -5.0319 2.2183
H: -3.4310 4.1469 0.4161
H: 5.1237 4.3989 0.8736
H: 1.2735 -4.3786 3.0668
H: 1.5100 -2.8358 -2.5891
H: -1.0363 4.0223 -4.8530
H: 2.5797 -0.9068 3.7762

For the molecular weight, the calculation gives 795.84 g mol⁻¹. Its max |F| is 0.05613 hartree/bohr. The total charge is +1. The LUMO energy (alpha / beta) is -5.12 / -5.10 eV. The calculation puts the total energy at -104699.4429 eV. As for the energy above the lowest of the compared OMol25 structures with the same formula, charge and spin: 73.1 kcal per mole.

---

Entry 2:
Formula: C17H25N3O7SV
Source: the OMol25 dataset
Level of theory: ωB97M-V/def2-TZVPD

Geometry (Å):
V: 0.7127 4.8861 15.8578
S: 1.3863 4.9096 13.1214
O: 1.0079 0.9209 16.0340
O: 2.5971 5.4724 12.5388
O: 0.1080 6.8613 16.2466
O: 0.2050 3.0575 16.0443
O: 0.3285 5.8140 13.7375
O: -0.4447 4.7804 17.9408
O: 1.9779 4.6354 17.5340
N: -1.6055 8.0280 17.0674
N: 2.4820 3.4273 19.4204
N: 1.7378 4.0101 14.3874
C: -1.7170 8.6398 15.7587
C: 1.0591 2.0829 15.6502
C: -0.7210 7.0755 17.1809
C: 0.5887 2.0541 10.4810
C: 1.2387 2.9797 11.3114
C: -1.3486 1.3639 9.1305
C: 0.1217 3.7921 18.8144
C: -0.7384 4.3192 11.4492
C: -2.5218 8.4293 18.1369
C: 0.5760 4.0546 11.8301
C: 2.0473 2.6426 14.5943
C: -0.5734 6.1183 18.3771
C: 1.6160 3.9712 18.5749
C: 2.1271 2.7927 20.6739
C: -1.4222 3.4283 10.6351
C: 3.8974 3.4203 19.1755
C: -0.7440 2.3085 10.0847
H: 2.8029 1.9391 20.8469
H: 2.3162 2.7550 11.4749
H: 2.0130 2.0080 13.6628
H: 4.0728 3.7477 18.1682
H: 4.5158 3.9387 19.9008
H: -2.2095 8.1158 19.0963
H: -2.5021 3.4865 10.4317
H: -0.9432 8.4085 15.0793
H: -2.6405 9.4986 18.0136
H: -0.6300 1.1629 8.3168
H: -2.1758 1.8172 8.6366
H: 1.0444 1.2294 10.0228
H: -3.5179 8.0639 18.0015
H: 1.0760 2.4043 20.6821
H: -1.6444 9.7392 15.8879
H: -1.3027 5.1054 11.9534
H: 3.0535 2.5446 15.0133
H: 4.2637 2.4151 19.2665
H: 2.2336 3.4560 21.5633
H: -1.6512 0.4067 9.5483
H: -1.4355 6.1615 19.0645
H: -0.1889 2.8343 18.3646
H: -2.6873 8.4081 15.2661
H: -0.2629 3.8987 19.8297
H: 0.3481 6.4154 18.9079

For the molecular weight, the calculation gives 466.41 g mol⁻¹. Its max |F| is 0.07367 hartree/bohr. The total charge is 0. The LUMO energy (alpha / beta) is 0.12 / 0.12 eV. The calculation puts the total energy at -73359.7121 eV. As for the spin multiplicity: 4.